The following is a DFT calculation (ωB97M-V/def2-TZVPD) of a cluster of 2 separate species, C9H14O in total in a non-equilibrium geometry.

Output
ΔE to the lowest compared entry with this formula, charge and spin: 106.4 kJ/mol
SMILES string: Cc1ccc(O)cc1.CC
max |F|: 0.058 Eh/bohr
highest occupied orbital energy: -8.485 eV
E: -11606.534 eV
HOMO-LUMO gap: 9.317 eV
molar mass: 138.2 Da

Each atom is followed by the atoms it is bonded to, with distances in Å.
Cartesian coordinates (Å):
1 C -0.401 1.780 -2.342  C5 1.518, H13 1.084, H14 1.079, H16 1.132
2 C -2.104 -0.880 -0.264  C3 1.396, C4 1.389, H9 1.084
3 C -1.509 -0.153 -1.295  C2 1.396, C5 1.392, H10 1.091
4 C -2.025 -0.343 1.015  C2 1.389, C6 1.356, O8 1.372
5 C -0.889 1.076 -1.088  C1 1.518, C3 1.392, C7 1.407
6 C -1.302 0.775 1.274  C4 1.356, C7 1.415, H12 1.092
7 C -0.847 1.599 0.218  C5 1.407, C6 1.415, H15 1.076
8 O -2.436 -1.064 2.108  C4 1.372, H11 0.954
9 H -2.369 -1.911 -0.466  C2 1.084
10 H -1.588 -0.578 -2.297  C3 1.091
11 H -2.813 -1.925 1.949  O8 0.954
12 H -1.268 1.083 2.320  C6 1.092
13 H -1.023 2.626 -2.611  C1 1.084
14 H -0.072 1.052 -3.067  C1 1.079
15 H -0.553 2.603 0.470  C7 1.076
16 H 0.564 2.354 -2.193  C1 1.132
17 C 2.871 -0.290 0.777  C18 1.512, H19 1.077, H20 1.119, H21 1.087
18 C 2.450 -1.742 0.742  C17 1.512, H22 1.089, H23 1.089, H24 1.112
19 H 2.289 0.175 -0.001  C17 1.077
20 H 2.546 0.211 1.724  C17 1.119
21 H 3.946 -0.127 0.749  C17 1.087
22 H 2.947 -2.365 1.484  C18 1.089
23 H 2.216 -2.216 -0.210  C18 1.089
24 H 1.370 -1.740 1.006  C18 1.112